{"formula": "C13H52N26O13", "method": "the ωB97M-V functional and the def2-TZVPD basis", "largest_force_ev_per_a": 7.5, "total_charge": 0, "total_energy_ev": -79689.904, "homo_lumo_gap_ev": 8.9734, "mol_weight_g_mol": 780.7, "lumo_energy_ev": -0.160, "e_homo_ev": -9.13, "e_above_lowest_kj_mol": 1109.2, "elements": ["C", "O", "N", "N", "H", "H", "H", "H", "C", "O", "N", "N", "H", "H", "H", "H", "C", "O", "N", "N", "H", "H", "H", "H", "C", "O", "N", "N", "H", "H", "H", "H", "C", "O", "N", "N", "H", "H", "H", "H", "C", "O", "N", "N", "H", "H", "H", "H", "C", "O", "N", "N", "H", "H", "H", "H", "C", "O", "N", "N", "H", "H", "H", "H", "C", "O", "N", "N", "H", "H", "H", "H", "C", "O", "N", "N", "H", "H", "H", "H", "C", "O", "N", "N", "H", "H", "H", "H", "C", "O", "N", "N", "H", "H", "H", "H", "C", "O", "N", "N", "H", "H", "H", "H"], "positions_angstrom": [[-0.471, -0.100, -0.438], [-1.546, 0.284, -0.917], [0.713, 0.157, -1.086], [-0.212, -0.827, 0.619], [1.598, -0.190, -0.746], [0.677, 0.602, -1.992], [-0.982, -1.173, 1.173], [0.735, -1.079, 0.862], [-2.174, -6.812, 5.232], [-2.282, -7.726, 4.430], [-2.870, -6.863, 6.358], [-1.297, -5.812, 5.190], [-2.418, -6.577, 7.215], [-3.640, -7.514, 6.300], [-1.352, -5.200, 5.992], [-0.837, -5.841, 4.291], [-1.270, 2.296, 3.771], [-0.785, 2.037, 4.871], [-0.703, 3.072, 2.835], [-2.477, 1.948, 3.466], [-1.057, 2.999, 1.892], [0.291, 3.246, 2.875], [-2.906, 1.305, 4.117], [-2.512, 1.887, 2.459], [5.654, -2.852, 0.425], [5.500, -1.674, 0.672], [6.087, -3.180, -0.743], [5.427, -3.846, 1.235], [6.035, -4.158, -0.987], [6.424, -2.457, -1.363], [5.010, -3.535, 2.100], [5.274, -4.821, 1.020], [-3.136, 2.076, -7.825], [-2.308, 1.404, -8.419], [-2.992, 2.758, -6.725], [-4.337, 2.403, -8.358], [-2.039, 2.658, -6.403], [-3.752, 3.292, -6.328], [-5.140, 2.418, -7.746], [-4.479, 1.991, -9.269], [2.942, -1.946, 6.339], [3.885, -2.703, 6.054], [2.064, -2.297, 7.245], [2.754, -0.827, 5.699], [2.245, -3.124, 7.797], [1.265, -1.807, 7.620], [1.934, -0.290, 5.946], [3.582, -0.551, 5.192], [-6.968, 3.039, 0.554], [-7.989, 3.294, 1.137], [-6.373, 4.027, -0.113], [-6.418, 1.843, 0.415], [-6.882, 4.812, -0.494], [-5.482, 3.845, -0.553], [-5.486, 1.808, 0.028], [-6.967, 1.025, 0.637], [4.260, -0.980, -6.610], [3.909, 0.069, -6.121], [3.703, -2.169, -6.598], [5.387, -1.095, -7.221], [4.096, -2.805, -7.278], [2.745, -2.328, -6.322], [5.773, -1.941, -7.617], [5.761, -0.245, -7.616], [4.162, 5.191, 2.126], [4.383, 4.496, 3.109], [4.201, 6.467, 1.937], [3.541, 4.616, 1.161], [4.682, 7.106, 2.553], [3.404, 6.935, 1.530], [3.680, 3.617, 1.196], [3.193, 5.212, 0.423], [-6.063, -1.981, 5.118], [-5.274, -2.045, 4.203], [-5.684, -1.832, 6.355], [-7.332, -1.891, 5.003], [-6.294, -2.281, 7.022], [-4.696, -1.963, 6.518], [-7.776, -1.768, 5.902], [-7.779, -1.941, 4.099], [1.365, 5.459, -5.349], [1.330, 5.062, -4.201], [0.737, 6.468, -5.834], [1.989, 4.857, -6.341], [0.022, 6.977, -5.335], [0.869, 6.699, -6.809], [2.468, 3.975, -6.231], [2.263, 5.351, -7.179], [-5.834, -6.240, 0.879], [-6.115, -6.994, -0.088], [-6.469, -6.236, 2.012], [-4.948, -5.344, 0.778], [-6.076, -5.661, 2.743], [-7.332, -6.725, 2.204], [-4.347, -5.412, -0.032], [-4.903, -4.507, 1.341], [8.214, 2.245, -3.617], [9.386, 2.104, -3.319], [7.184, 2.033, -2.766], [7.750, 2.774, -4.646], [6.282, 1.806, -3.159], [7.449, 1.776, -1.826], [8.402, 3.351, -5.159], [6.775, 2.991, -4.498]], "forces_ev_per_angstrom": [[0.3422, 1.3619, -3.4650], [0.6102, -0.5161, 1.3197], [0.3697, 0.7093, -0.8156], [-0.9492, -1.6210, 2.9786], [-0.2400, 0.1580, -0.2830], [0.0360, -0.0809, 0.3160], [0.3091, 0.0670, -0.0002], [-0.4723, 0.0064, 0.0592], [0.5353, -2.3063, -0.5082], [-0.0238, 0.6294, -1.2914], [-1.8942, 0.3853, 2.1394], [0.1132, -0.1389, -0.6151], [-0.6557, -0.2610, 0.0249], [0.4041, -0.0775, 0.7429], [0.7977, 0.6536, -1.0731], [0.7308, 1.1285, 0.5827], [2.6520, 0.6355, 3.2611], [0.5939, 0.1315, -0.1826], [1.5844, 0.9074, -1.5654], [-3.0090, -1.0869, -1.5130], [0.1106, 0.2105, 0.1060], [-0.1595, -0.1154, 0.2769], [-0.1900, -0.1331, -0.6262], [-1.5238, -0.6809, 0.2033], [-0.2831, 2.6238, -0.3302], [-0.3647, 1.4159, 1.4735], [1.4318, -1.9942, -4.0604], [-1.4064, -2.1353, 3.7385], [0.5154, 0.4247, -0.5801], [-0.2644, -0.4217, 0.0427], [0.0365, -0.2770, 0.0675], [0.2783, 0.4057, -0.3404], [-0.4709, -0.2657, -2.5227], [0.2461, 0.0582, 0.5130], [2.1356, 0.2629, 2.7477], [-2.0143, -0.4930, -1.8513], [-0.3926, 0.5542, 1.0695], [0.8093, 0.0045, 0.0809], [0.0419, 0.0113, -0.2595], [-0.3298, -0.1316, 0.2274], [2.7266, -2.6850, -1.0369], [-0.2226, 0.4393, 0.3692], [-2.7416, -1.5681, 3.2659], [-0.5340, 1.9494, -0.8622], [0.3587, 0.0526, -0.5082], [0.3890, 0.5750, -0.5818], [0.6148, 0.6529, -0.5295], [-0.6334, 0.6339, -0.1936], [-1.7888, 1.2216, -0.1135], [-1.6823, -0.6198, 1.0594], [2.6089, 1.7233, -1.6463], [1.1565, -1.7502, 0.0697], [-0.0935, -0.2942, 0.6469], [-0.2566, 0.1636, -0.1754], [-0.4149, -0.6911, -0.0148], [0.5107, 0.2116, 0.1635], [-1.1728, 1.1535, 1.2231], [-1.2004, 0.7774, 0.5762], [-2.7695, -3.1601, 0.5056], [5.6942, 1.1363, -3.2315], [-0.6729, -0.1289, 0.3603], [0.2628, 0.2015, 0.0627], [-0.3225, 0.2211, 0.1849], [0.2023, -0.1325, 0.3602], [-1.0097, -2.9074, 3.5304], [2.0572, 0.6260, 1.0662], [1.2190, 6.4614, 0.4404], [-1.9219, -2.2379, -3.8113], [-0.0338, -0.5857, 0.3271], [0.2103, -0.3486, -0.2696], [-0.7970, 0.1127, -0.7579], [0.2416, -1.1468, -0.5499], [2.7627, 0.4481, -2.6055], [1.0487, -0.4058, -1.6160], [1.8072, -0.2366, 4.5513], [-4.6743, -0.1874, -0.4046], [0.4216, 0.2061, 0.4016], [-0.1875, -0.0529, 0.0405], [-1.0397, 0.1629, -0.9374], [-0.1255, 0.0371, 0.5126], [0.5620, -2.1724, 2.0500], [-0.1560, -0.2108, 0.7177], [-3.0114, 5.0283, -1.3441], [2.8804, -2.7163, -2.5865], [0.4658, -0.1569, 0.1189], [-0.4250, 0.0367, 0.3814], [-0.0771, 0.2827, 0.4531], [-0.2478, -0.1380, 0.2312], [-3.4322, -4.3889, -4.0949], [0.3545, 0.4505, 1.4065], [-1.9315, 0.1170, 3.9354], [5.0919, 4.2656, -0.9950], [-0.3883, -0.2772, 0.0881], [0.4564, -0.0366, -0.4133], [-0.2005, 0.2499, 0.1613], [0.0611, -0.3244, -0.0501], [2.5945, -1.6772, 5.5024], [0.5365, -0.2868, -0.0023], [-0.6921, -1.1640, 2.3172], [-1.9370, 2.8897, -6.6254], [0.1035, -0.1984, 0.6584], [-0.4725, -0.4147, -0.2499], [-0.5598, -0.0705, -0.3902], [0.3865, 0.8753, -1.2293]]}